Record 1
The following is a quantum chemistry calculation of a structure of composition C29H48AsBrN2O4W, from the Open Molecules 2025 dataset.

Cartesian coordinates (Å):
W  -0.3098  -0.2904  -0.1261
C  -2.2640  -1.2906  0.4195
C  -2.6787  0.0742  0.1492
C  -2.3628  0.3268  -1.2306
C  -1.7500  -0.8750  -1.7440
C  -1.7465  -1.9078  -0.7690
C  -1.4772  -3.3659  -1.1030
C  -2.5243  -3.8243  -2.1291
C  -0.0695  -3.4852  -1.7054
C  -1.5706  -4.2649  0.1316
C  -2.7604  1.4168  -2.2393
C  -4.2869  1.3410  -2.4101
C  -2.1277  1.1460  -3.6197
C  -2.3173  2.8314  -1.8405
C  -3.5088  0.7268  1.2646
C  -4.8760  0.0164  1.2740
C  -2.7976  0.4708  2.6154
C  -3.8031  2.2243  1.1607
H  -2.6092  -1.8525  1.2802
H  -1.5385  -1.0498  -2.7900
H  -2.4469  -3.2577  -3.0532
H  -3.5246  -3.7030  -1.7199
H  -2.3726  -4.8734  -2.3664
H  0.0111  -2.9322  -2.6400
H  0.1424  -4.5292  -1.9197
H  0.6889  -3.1125  -1.0081
H  -2.5633  -4.2224  0.5744
H  -0.8151  -3.9919  0.8735
H  -1.3918  -5.2965  -0.1601
H  -4.5763  0.3501  -2.7524
H  -4.6142  2.0625  -3.1540
H  -4.8085  1.5479  -1.4814
H  -2.5686  0.2766  -4.0988
H  -1.0487  1.0175  -3.5529
H  -2.3115  1.9925  -4.2756
H  -2.8132  3.1871  -0.9467
H  -2.5588  3.5292  -2.6388
H  -1.2354  2.8526  -1.7181
H  -4.7736  -1.0561  1.4030
H  -5.4057  0.1964  0.3425
H  -5.4856  0.3964  2.0890
H  -3.0597  -0.5014  3.0241
H  -3.1118  1.2095  3.3468
H  -1.7037  0.5281  2.5172
H  -4.3090  2.4688  0.2344
H  -2.9188  2.8435  1.2709
H  -4.4818  2.4962  1.9662
C  4.0586  1.4581  -0.1688
O  2.9880  2.3934  -0.0017
C  1.8554  1.9297  0.4555
O  1.6216  0.7401  0.7482
N  0.8920  2.8531  0.6396
N  -0.4027  2.3723  0.9332
H  4.7811  1.9583  -0.8042
H  3.7033  0.5415  -0.6444
H  4.5029  1.2325  0.7993
H  1.0485  3.8179  0.3722
H  -1.0783  2.8126  0.3004
H  -0.6509  2.6206  1.8940
C  1.9832  -2.9068  1.6310
As  0.5598  -1.5733  1.9186
C  -0.5539  -2.5619  3.2396
C  1.4723  -0.5138  3.3067
H  2.4938  -3.1006  2.5793
H  2.6947  -2.5056  0.9068
H  1.5923  -3.8511  1.2480
H  0.1002  -3.2273  3.8112
H  -1.3437  -3.1624  2.7953
H  -0.9997  -1.8480  3.9346
H  1.6193  -1.1225  4.2037
H  0.8679  0.3522  3.5743
H  2.4420  -0.1673  2.9568
Br  3.7188  2.1921  -7.2190
C  3.0079  1.6380  -5.5590
C  3.2887  0.3624  -5.0709
C  2.7400  -0.0576  -3.8811
C  1.8903  0.7959  -3.1669
C  1.6468  2.0913  -3.6537
C  2.1947  2.5103  -4.8399
C  1.2004  0.3799  -1.9722
O  0.3057  1.1474  -1.4363
O  1.3230  -0.7409  -1.3728
H  3.9363  -0.2903  -5.6328
H  2.9358  -1.0469  -3.4996
H  1.0115  2.7564  -3.0907
H  2.0007  3.5027  -5.2143

Results
HOMO energy (spin up / spin down), eV: -13.92 / -14.07
Net charge: +2
LUMO level (spin up / spin down), eV: -6.773 / -6.881
HOMO-LUMO gap (spin up / spin down), eV: 7.2 / 7.2
ΔE to the lowest compared entry with this formula, charge and spin, kcal/mol: 15.4


Record 2
The following is a quantum chemistry calculation of a cluster of 5 separate species, C26H35BN5O in total, from the Open Molecules 2025 dataset.

Cartesian coordinates (Å):
B  2.0636  -1.2029  2.3342
C  0.9749  -0.8292  1.1658
C  -0.4923  -1.0549  1.5664
N  -1.2996  0.1654  1.8968
C  -2.5883  -0.2106  2.4823
C  -3.4698  -0.9384  1.4717
C  -0.6117  1.0585  2.7752
C  0.1634  2.1786  2.1248
O  -0.7610  1.0237  3.9753
H  1.9319  -2.3857  2.6828
H  3.2163  -1.0389  1.9000
H  1.9233  -0.4353  3.3012
H  1.1606  -1.4448  0.2779
H  1.1143  0.1976  0.8283
H  -1.0322  -1.5599  0.7568
H  -0.5401  -1.7099  2.4533
H  -2.4536  -0.8218  3.3871
H  -3.0870  0.7120  2.7857
H  -3.3186  -0.4996  0.4791
H  -4.5223  -0.8144  1.7380
H  -3.2418  -2.0046  1.4067
H  1.0708  2.3800  2.6979
H  0.4005  1.9586  1.0896
H  -0.4772  3.0687  2.1642
N  0.5852  -2.1608  -2.2149
C  -0.3328  -1.5200  -2.9293
C  -0.7365  -1.9254  -4.1949
C  -0.1525  -3.0554  -4.7442
C  0.8039  -3.7329  -4.0055
C  1.1360  -3.2469  -2.7482
H  -0.7656  -0.6404  -2.4633
H  -1.4883  -1.3629  -4.7332
H  -0.4339  -3.3958  -5.7325
H  1.2939  -4.6150  -4.3958
H  1.8805  -3.7477  -2.1385
N  4.9111  0.3787  7.1598
C  3.8736  -0.4576  7.1132
C  2.6949  -0.1909  6.4352
C  2.5740  1.0117  5.7578
C  3.6491  1.8859  5.7880
C  4.7852  1.5263  6.4972
H  3.9964  -1.3966  7.6433
H  1.8946  -0.9172  6.4167
H  1.6736  1.2367  5.2003
H  3.6135  2.8315  5.2629
H  5.6414  2.1932  6.5322
N  -4.7989  2.2940  1.6756
C  -5.7778  3.0594  2.1477
C  -5.7239  4.4460  2.1603
C  -4.5890  5.0664  1.6607
C  -3.5605  4.2769  1.1726
C  -3.7122  2.8970  1.2000
H  -6.6462  2.5400  2.5393
H  -6.5500  5.0205  2.5581
H  -4.5058  6.1460  1.6581
H  -2.6512  4.7138  0.7820
H  -2.9230  2.2419  0.8409
N  2.1367  -2.2459  -7.2532
C  2.7712  -1.0925  -7.4411
C  2.8561  -0.4587  -8.6734
C  2.2522  -1.0556  -9.7680
C  1.5879  -2.2582  -9.5842
C  1.5586  -2.8081  -8.3105
H  3.2311  -0.6531  -6.5629
H  3.3839  0.4809  -8.7651
H  2.2968  -0.5923  -10.7454
H  1.0994  -2.7628  -10.4070
H  1.0434  -3.7465  -8.1320

Results
HOMO energy, eV: -4.65
Net charge: -1
LUMO level, eV: 2.073
HOMO-LUMO gap, eV: 6.7


Record 3
The following is a quantum chemistry calculation of a structure of composition C11H16CoF6N3O13P2S3, from the Open Molecules 2025 dataset.

Cartesian coordinates (Å):
Co  -0.3018  0.1947  0.3459
O  -1.6580  1.7496  0.7701
N  -1.8328  2.1678  1.9923
C  -2.7343  3.1614  2.1743
C  -3.0167  3.6882  3.4070
C  -2.3372  3.1706  4.5148
C  -1.4250  2.1653  4.3221
C  -1.1358  1.6199  3.0521
S  -0.0328  0.3535  2.7981
H  -3.1894  3.4779  1.2481
H  -3.7450  4.4825  3.4891
H  -2.5204  3.5553  5.5107
H  -0.8778  1.7425  5.1535
C  -4.1091  -2.3013  -0.9383
C  -2.7114  -2.8913  -1.1135
O  -2.8150  -4.1094  -1.8536
P  -1.7004  -1.6836  -2.0407
O  -0.2573  -2.2772  -2.2360
O  -2.3431  -1.8122  -3.5139
O  -1.7583  -0.2983  -1.5312
P  -1.8379  -3.2571  0.4943
O  -2.9954  -3.2408  1.6412
O  -1.3562  -4.6644  0.3342
O  -0.9254  -2.1125  0.7836
H  -4.5738  -2.1671  -1.9174
H  -4.0661  -1.3338  -0.4371
H  -4.7144  -2.9866  -0.3451
H  -2.2606  -4.7315  -1.3434
H  0.3953  -1.8949  -1.5863
H  -2.1497  -1.0026  -4.0036
H  -2.9005  -2.4058  2.1184
F  5.9709  2.5910  0.2513
C  5.2185  2.8387  -0.8370
F  5.4465  1.8581  -1.7167
F  5.6655  3.9812  -1.3778
S  3.4446  2.9408  -0.3370
O  3.1856  1.6516  0.2333
O  3.4252  4.1018  0.5053
N  2.7952  3.2364  -1.7310
S  1.6546  2.4741  -2.4912
O  1.1520  3.3264  -3.5312
O  0.7401  1.7380  -1.6749
C  2.5576  1.1526  -3.4032
F  3.5164  1.6427  -4.2099
F  3.1390  0.3123  -2.5469
F  1.7126  0.4526  -4.1729
C  1.9242  -3.3186  0.2263
C  1.8731  -1.8259  0.3472
N  2.4666  -1.2508  1.4049
O  1.3156  -1.1400  -0.5122
H  2.6045  -3.7768  0.9432
H  2.2314  -3.5759  -0.7868
H  0.9101  -3.7008  0.3735
H  2.6540  -1.8078  2.2195
H  2.2824  -0.2600  1.5345

Results
HOMO energy (spin up / spin down), eV: -1.43 / -0.35
Net charge: -2
LUMO level (spin up / spin down), eV: 4.540 / 4.540
HOMO-LUMO gap (spin up / spin down), eV: 6.0 / 4.9
2S+1: 3
<S²>: 2.01
ΔE to the lowest compared entry with this formula, charge and spin, kcal/mol: 14.9


Record 4
The following is a quantum chemistry calculation of a cluster of 2 separate species, C10H16 in total, from the Open Molecules 2025 dataset.

Cartesian coordinates (Å):
C  -1.5903  -0.9067  -2.3861
C  -0.4424  2.4838  -1.0878
C  -0.6451  1.3985  -1.8701
C  -1.1726  2.5077  0.1954
C  -1.4171  0.2719  -1.4897
C  -1.9777  1.3200  0.6018
C  -2.0015  0.2296  -0.2637
H  0.1599  3.1647  -1.4122
H  -0.0042  1.4272  -2.8288
H  -1.0857  3.3164  0.8994
H  -2.5244  1.2427  1.6066
H  -2.6342  -1.2560  -2.3042
H  -1.0317  -1.7960  -2.0811
H  -2.4152  -0.6662  0.1158
H  -1.3415  -0.8002  -3.4203
C  1.3292  -0.5931  1.4049
C  2.7766  -0.4321  0.9465
C  1.1821  -2.0367  1.9250
H  0.9932  0.0714  2.1842
H  0.7601  -0.3203  0.5093
H  2.8510  -0.3844  -0.0895
H  2.1521  -2.4169  2.2865
H  3.4992  -1.2213  1.3733
H  3.0679  0.4128  1.6202
H  0.4301  -2.2658  2.5594
H  1.0821  -2.7509  1.0052

Results
HOMO energy, eV: -8.74
LUMO level, eV: 0.964
HOMO-LUMO gap, eV: 9.7
SMILES: Cc1ccccc1.CCC
ΔE to the lowest compared entry with this formula, charge and spin, kcal/mol: 52.9


Record 5
The following is a quantum chemistry calculation of the molecule C3H6FI, from the Open Molecules 2025 dataset.

Cartesian coordinates (Å):
C  -0.1184  -0.1340  -1.2916
C  -0.1239  -0.1200  1.3361
C  -0.8195  -0.5154  0.0072
F  -0.8503  -1.8504  -0.0370
I  -2.9288  0.0935  0.0010
H  -0.8101  -0.2662  -2.2036
H  0.1892  0.9779  -1.1896
H  0.8361  -0.6842  -1.4618
H  -0.7372  -0.4342  2.2346
H  0.0691  0.9429  1.2290
H  0.8344  -0.6816  1.3074

Results
HOMO energy, eV: -9.57
LUMO level, eV: 0.495
HOMO-LUMO gap, eV: 10.1
SMILES: CC(C)(F)I
ΔE to the lowest compared entry with this formula, charge and spin, kcal/mol: 0.0


Question: What is the formula in the third record?
Answer: C11H16CoF6N3O13P2S3